C42H56BrFN6O4S | ωB97M-V/def2-TZVPD

ORCA input file:
```
! RIJCOSX wB97M-V def2-TZVPD def2/J DEFGRID3
* xyz 0 1
C 3.264 -3.400 2.867
O 2.083 -2.640 2.909
C 1.228 -2.916 1.817
C 0.021 -1.997 1.893
C -0.424 -1.436 0.543
C -1.126 -2.473 -0.339
C -1.112 -2.248 -1.871
C -0.736 -0.851 -2.359
C 0.101 -0.824 -3.643
C 1.417 -1.587 -3.611
C 2.185 -1.443 -2.294
C 3.684 -1.731 -2.375
C 4.303 -1.580 -0.946
C 5.116 -0.335 -0.623
C 5.709 -0.454 0.792
Br 4.014 1.276 -0.663
C 4.417 -0.829 -3.381
O 4.038 0.195 -3.884
N 5.647 -1.442 -3.651
C 5.584 -2.859 -3.296
C 4.066 -3.057 -3.043
S 3.732 -4.631 -2.306
O 4.679 -4.889 -1.267
O 3.521 -5.579 -3.354
F 2.353 -4.381 -1.631
H 3.088 -4.449 3.130
H 3.700 -3.386 1.860
H 3.987 -2.979 3.559
H 0.945 -3.975 1.829
H 1.772 -2.742 0.876
H 0.322 -1.150 2.514
H -0.823 -2.469 2.397
H -1.132 -0.632 0.761
H 0.439 -0.981 0.057
H -2.159 -2.553 0.003
H -0.682 -3.451 -0.129
H -0.488 -3.009 -2.347
H -2.123 -2.458 -2.225
H -0.202 -0.265 -1.615
H -1.641 -0.299 -2.601
H -0.494 -1.149 -4.497
H 0.353 0.230 -3.802
H 1.207 -2.656 -3.750
H 2.020 -1.298 -4.472
H 2.052 -0.444 -1.880
H 1.749 -2.158 -1.598
H 4.984 -2.416 -0.780
H 3.491 -1.631 -0.221
H 5.936 -0.194 -1.321
H 6.608 0.155 0.864
H 5.010 -0.050 1.522
H 5.927 -1.491 1.037
H 5.969 -1.307 -4.600
H 5.938 -3.526 -4.078
H 6.130 -3.119 -2.391
H 3.622 -3.145 -4.035
C -6.038 1.741 -0.989
C -5.221 1.426 0.086
C -4.154 0.570 -0.133
N -3.870 0.029 -1.316
C -4.665 0.341 -2.336
C -5.756 1.189 -2.226
H -6.881 2.408 -0.861
H -5.410 1.828 1.069
H -3.489 0.298 0.681
H -4.410 -0.108 -3.291
H -6.362 1.414 -3.091
C -5.125 6.292 -4.240
C -3.927 5.739 -3.814
C -3.806 4.358 -3.814
N -4.777 3.530 -4.195
C -5.920 4.077 -4.600
C -6.145 5.444 -4.644
H -5.262 7.366 -4.255
H -3.100 6.352 -3.483
H -2.884 3.889 -3.488
H -6.698 3.382 -4.902
H -7.096 5.831 -4.984
C -0.862 7.860 0.649
C -0.167 8.055 -0.534
C -0.580 7.364 -1.663
N -1.609 6.519 -1.673
C -2.265 6.340 -0.529
C -1.935 6.984 0.653
H -0.571 8.382 1.551
H 0.678 8.728 -0.584
H -0.063 7.491 -2.608
H -3.097 5.644 -0.567
H -2.505 6.800 1.553
C -6.499 -1.573 4.833
C -7.602 -1.546 3.995
C -7.656 -0.577 3.004
N -6.705 0.333 2.813
C -5.652 0.295 3.626
C -5.500 -0.632 4.645
H -6.419 -2.314 5.617
H -8.406 -2.261 4.104
H -8.501 -0.527 2.326
H -4.889 1.046 3.449
H -4.619 -0.616 5.273
C 6.618 -2.672 7.931
C 5.914 -3.778 7.486
C 4.899 -3.585 6.560
N 4.560 -2.393 6.076
C 5.245 -1.340 6.514
C 6.278 -1.424 7.435
H 7.418 -2.780 8.652
H 6.144 -4.772 7.846
H 4.326 -4.427 6.186
H 4.947 -0.381 6.104
H 6.800 -0.532 7.753
*
```

## Properties
LUMO = 0.6 eV
SMILES = COCCCCCCCCC[C@]1(C[C@H](C)Br)C(=O)NC[C@H]1S(=O)(=O)F.c1ccncc1.c1ccncc1.c1ccncc1.c1ccncc1.c1ccncc1
molar mass = 839.92 g mol⁻¹

---

C43H63N6O3P2SeSi3Y | ωB97M-V/def2-TZVPD

ORCA input file:
```
! RIJCOSX wB97M-V def2-TZVPD def2/J DEFGRID3
* xyz 0 1
Y -1.359 0.064 -0.426
C -5.305 3.172 1.947
Si -3.647 2.859 1.081
C -2.513 4.275 1.644
C -4.058 3.412 -0.684
C -2.924 1.173 1.418
Si -2.107 1.239 3.083
C -3.128 1.990 4.493
C -0.495 2.267 3.152
C -1.640 -0.449 3.830
Si -4.214 -0.144 1.404
C -5.235 -0.183 -0.181
C -5.433 -0.234 2.851
C -3.340 -1.843 1.437
C -4.008 -3.010 1.804
C -3.342 -4.222 1.783
C -2.016 -4.248 1.384
C -1.424 -3.063 0.990
N -2.064 -1.892 1.021
H -5.580 4.224 1.830
H -5.297 2.942 3.012
H -6.098 2.579 1.481
H -2.877 5.201 1.191
H -1.479 4.128 1.325
H -2.512 4.420 2.726
H -4.674 4.310 -0.571
H -4.617 2.693 -1.280
H -3.165 3.692 -1.243
H -3.286 3.063 4.367
H -2.586 1.847 5.433
H -4.106 1.518 4.599
H -0.708 3.269 3.525
H 0.008 2.376 2.190
H 0.217 1.814 3.851
H -2.537 -1.020 4.084
H -1.105 -0.258 4.766
H -1.033 -1.105 3.206
H -5.583 0.807 -0.483
H -6.115 -0.819 -0.045
H -4.643 -0.617 -0.994
H -5.910 0.728 3.039
H -4.941 -0.551 3.773
H -6.224 -0.956 2.633
H -5.045 -2.960 2.111
H -3.849 -5.136 2.069
H -1.453 -5.171 1.346
H -0.406 -3.045 0.623
C -3.397 0.773 -4.817
N -2.634 1.960 -4.456
C -3.097 3.170 -5.118
C -2.206 2.028 -3.142
N -2.584 1.283 -2.189
N -1.230 3.015 -2.944
C -0.450 3.182 -1.820
N 0.296 4.350 -1.880
N -0.385 2.329 -0.873
H -3.387 0.681 -5.903
H -4.442 0.842 -4.486
H -2.934 -0.116 -4.382
H -2.861 3.127 -6.182
H -2.636 4.060 -4.694
H -4.183 3.281 -5.011
H -3.280 0.603 -2.482
H -0.842 3.405 -3.787
H -0.171 5.133 -2.312
H 0.748 4.601 -1.015
H 0.216 2.650 -0.119
O 1.828 -2.199 1.043
P 3.252 -1.752 1.052
C 3.619 -0.503 -0.224
P 2.464 -0.563 -1.648
O 1.084 -0.187 -1.254
C 2.652 -2.189 -2.369
C 1.492 -2.916 -2.617
C 1.598 -4.190 -3.163
C 2.842 -4.721 -3.468
C 4.000 -3.987 -3.225
C 3.907 -2.725 -2.669
C 3.152 0.664 -2.785
C 2.936 2.002 -2.459
C 3.404 3.009 -3.286
C 4.089 2.685 -4.450
C 4.293 1.356 -4.789
C 3.823 0.345 -3.961
C 4.365 -3.140 0.790
C 3.802 -4.340 0.370
C 4.618 -5.440 0.146
C 5.988 -5.338 0.332
C 6.552 -4.138 0.752
C 5.740 -3.040 0.987
C 3.692 -0.970 2.615
C 2.917 -1.303 3.724
C 3.186 -0.728 4.956
C 4.230 0.178 5.086
C 5.004 0.513 3.983
C 4.733 -0.056 2.749
H 4.649 -0.597 -0.577
H 3.492 0.491 0.214
H 0.509 -2.493 -2.399
H 0.692 -4.750 -3.357
H 2.916 -5.711 -3.901
H 4.970 -4.406 -3.456
H 4.815 -2.165 -2.466
H 2.371 2.247 -1.567
H 3.221 4.045 -3.031
H 4.453 3.470 -5.100
H 4.808 1.102 -5.706
H 3.962 -0.689 -4.245
H 2.732 -4.400 0.216
H 4.181 -6.373 -0.183
H 6.623 -6.197 0.156
H 7.620 -4.063 0.908
H 6.178 -2.113 1.340
H 2.095 -2.000 3.609
H 2.576 -0.981 5.813
H 4.436 0.630 6.047
H 5.811 1.227 4.084
H 5.330 0.228 1.889
O 0.457 0.083 1.311
H 0.866 -0.809 1.196
H 0.199 0.139 2.239
Se -1.903 -1.736 -2.239
*
```

## Properties
LUMO = 0.1 eV
molar mass = 1026.09 g mol⁻¹
ΔE to the lowest compared entry with this formula, charge and spin = 108.0 kJ/mol

---

C4H37NO13 | ωB97M-V/def2-TZVPD

ORCA input file:
```
! RIJCOSX wB97M-V def2-TZVPD def2/J DEFGRID3
* xyz 0 1
C -2.362 1.124 2.538
C -1.129 0.216 2.533
N 0.057 0.940 1.883
C 0.447 1.996 2.770
C 1.266 0.204 1.414
H -3.266 0.673 2.960
H -2.147 2.114 2.974
H -2.524 1.310 1.433
H -1.239 -0.656 1.934
H -0.899 -0.061 3.574
H 0.634 1.574 3.818
H -0.361 2.758 2.908
H 1.159 2.706 2.319
H 1.947 0.339 2.256
H 1.138 -0.830 1.151
H 1.763 0.713 0.605
H -4.130 -1.037 -0.527
H -3.507 0.113 -1.153
O -3.879 -0.137 -0.290
H 0.906 -2.689 0.291
H -0.296 -2.886 1.215
O 0.468 -3.343 0.851
H 0.596 -1.559 -2.742
H 0.155 -2.087 -3.976
O 0.043 -1.265 -3.476
H -1.458 0.829 -4.304
H -1.669 -0.275 -3.262
O -2.083 0.491 -3.654
H 2.858 -2.374 -1.801
H 1.955 -3.584 -1.456
O 2.410 -3.162 -2.187
H 0.417 2.914 -3.027
H 0.064 1.690 -2.369
O 0.593 1.954 -3.139
H 2.993 -1.988 0.988
H 3.009 -3.437 0.376
O 3.308 -2.533 0.257
H -1.439 -0.700 0.308
H -1.282 -0.194 -1.171
O -1.018 -0.892 -0.533
H 3.280 1.894 -1.728
H 3.688 0.630 -0.917
O 3.826 1.606 -0.992
H 1.159 0.006 -0.866
H 1.901 -0.706 -2.099
O 1.975 -0.364 -1.203
H -1.502 1.963 0.179
H -2.536 2.071 -0.939
O -1.630 1.773 -0.759
H -2.645 -2.224 3.124
H -2.179 -3.432 2.343
O -1.913 -2.536 2.576
H 1.376 4.137 -0.013
H 0.565 2.753 -0.351
O 1.138 3.462 -0.644
*
```

## Properties
LUMO = 0.0 eV
molar mass = 307.33 g mol⁻¹
ΔE to the lowest compared entry with this formula, charge and spin = 365.2 kJ/mol

---

Number 1: HOMO-LUMO gap 9.7 eV. Number 2: HOMO-LUMO gap 5.2 eV. Number 3: HOMO-LUMO gap 9.0 eV.